No. 1
# C2H2N4O

A molecular structure, C2H2N4O in a non-equilibrium geometry (ωB97M-V/def2-TZVPD, OMol25).

Structure (ORCA input):
```
! wB97M-V def2-TZVPD RIJCOSX def2/J DEFGRID3
* xyz 0 1
C 2.9819 -0.7939 -0.7547
C 0.6358 -0.5392 -1.0307
N 4.0659 -0.8122 -0.3700
N -0.5847 -0.9681 -2.4775
N 1.8122 -0.8269 -1.3079
N -0.0592 -0.0090 -0.0480
O -0.0064 -1.4361 -3.3772
H -1.0564 0.0935 -0.1474
H 0.3766 0.2971 0.8125
*
```

As for the energy above the lowest of the compared OMol25 structures with the same formula, charge and spin: 2.066 eV. For the HOMO energy, the calculation gives -9.05 eV. As for the HOMO-LUMO gap: 8.24 eV. The calculation puts the LUMO energy at -0.81 eV. The maximum force comes out at 2.8 eV Å⁻¹. The calculated total energy comes out at -371.54442 Eh.

***

No. 2
# C2H2N4O2

A single C2H2N4O2 molecule in a non-equilibrium geometry (ωB97M-V/def2-TZVPD, OMol25).

Structure (ORCA input):
```
! wB97M-V def2-TZVPD RIJCOSX def2/J DEFGRID3
* xyz 0 1
O -1.7300 0.6842 0.6692
C -0.7563 0.1377 0.1672
N -0.7583 -0.9824 -0.5773
N 0.3541 -1.5795 -1.1732
N 1.4771 -1.0352 -0.9578
N 1.6703 0.0654 -0.2221
C 0.6366 0.6298 0.3199
O 0.8075 1.6018 1.1517
H -1.6100 -1.4323 -0.8506
H -0.0910 1.9105 1.4729
*
```

As for the energy above the lowest of the compared OMol25 structures with the same formula, charge and spin: 3.176 eV. The structure (SMILES) is O=c1[nH]nnnc1O. For the HOMO energy, the calculation gives -10.41 eV. As for the HOMO-LUMO gap: 10.03 eV. The calculation puts the LUMO energy at -0.38 eV. The maximum force comes out at 2.2 eV Å⁻¹. The calculated total energy comes out at -446.85599 Eh.

***

No. 3
# C2H2N4O2

A single C2H2N4O2 molecule in a non-equilibrium geometry (ωB97M-V/def2-TZVPD, OMol25).

Structure (ORCA input):
```
! wB97M-V def2-TZVPD RIJCOSX def2/J DEFGRID3
* xyz 0 1
O 2.1783 -0.7869 1.6600
C 1.6707 -1.4885 0.8571
N 0.5851 -1.1845 0.0530
C -0.1639 -0.1917 -0.1846
N -1.2830 0.3542 0.5624
N -1.8214 1.2854 -0.1060
N -1.2804 1.2808 -1.3189
O -0.1035 0.5605 -1.3172
H 2.1385 -2.4851 0.5927
H -1.1794 2.2270 -1.7041
*
```

As for the energy above the lowest of the compared OMol25 structures with the same formula, charge and spin: 5.104 eV. The structure (SMILES) is O=C/N=c1\nn[nH]o1. For the HOMO energy, the calculation gives -10.08 eV. As for the HOMO-LUMO gap: 9.27 eV. The calculation puts the LUMO energy at -0.81 eV. The maximum force comes out at 2.7 eV Å⁻¹. The calculated total energy comes out at -446.78516 Eh.

***

No. 4
# C2H2N5

2 unconnected molecules or ions with the total composition C2H2N5 in a non-equilibrium geometry (ωB97M-V/def2-TZVPD, OMol25).

Structure (ORCA input):
```
! wB97M-V def2-TZVPD RIJCOSX def2/J DEFGRID3
* xyz 1 1
C 0.0222 -1.6180 2.4131
C 1.0522 -1.3732 0.4594
N -0.5387 1.6874 -0.4846
N -0.5440 2.2784 0.4809
N -0.1478 -0.3265 -1.3993
N -0.2735 1.0183 -1.4963
N 0.4432 -0.7610 -0.3549
H 0.8233 -2.2508 2.6853
H -0.8370 1.3453 -2.3034
*
```

As for the energy above the lowest of the compared OMol25 structures with the same formula, charge and spin: 10.717 eV. For the HOMO energy (spin up / spin down), the calculation gives -13.49 / -13.49 eV. As for the HOMO-LUMO gap (spin up / spin down): 6.44 / 6.45 eV. The calculation puts the LUMO energy (spin up / spin down) at -7.05 / -7.04 eV. The maximum force comes out at 6.2 eV Å⁻¹. The calculated total energy comes out at -350.45243 Eh.

***

No. 5
# C2H2N5O8

2 unconnected molecules or ions with the total composition C2H2N5O8 in a non-equilibrium geometry (ωB97M-V/def2-TZVPD, OMol25).

Structure (ORCA input):
```
! wB97M-V def2-TZVPD RIJCOSX def2/J DEFGRID3
* xyz -1 1
C -0.8654 1.0028 -0.5152
C -0.7448 -1.5726 0.6460
N 0.3636 1.5160 -0.2723
N -1.6960 -2.3379 0.0527
N 0.5944 -1.7870 0.7038
N 0.6658 1.9923 1.0410
N 1.3640 1.4145 -1.2989
O 2.3481 2.0776 -1.1682
O -2.7598 -1.8039 -0.2784
O -1.4732 -3.5482 -0.0793
O 1.3478 -0.8354 0.4527
O 0.9867 -2.8704 1.1326
O -0.2751 1.9938 1.7881
O 1.7787 2.3689 1.2558
O 1.0392 0.7437 -2.2365
H -1.6059 1.0686 0.2516
H -1.0680 0.5772 -1.4755
*
```

As for the energy above the lowest of the compared OMol25 structures with the same formula, charge and spin: 1.876 eV. For the HOMO energy (spin up / spin down), the calculation gives -5.05 / -4.77 eV. As for the HOMO-LUMO gap (spin up / spin down): 7.33 / 7.11 eV. The calculation puts the LUMO energy (spin up / spin down) at 2.28 / 2.35 eV. The maximum force comes out at 2.8 eV Å⁻¹. The calculated total energy comes out at -952.60695 Eh.

***

No. 6
# C2H2N6

A single C2H2N6 molecule in a non-equilibrium geometry (ωB97M-V/def2-TZVPD, OMol25).

Structure (ORCA input):
```
! wB97M-V def2-TZVPD RIJCOSX def2/J DEFGRID3
* xyz 0 1
H 1.4988 1.3074 -1.6469
N 1.5227 1.1670 -0.5080
C 0.3015 0.9444 0.0902
N 0.0215 0.4523 1.4156
C -0.2605 -0.7692 1.2490
N 0.0448 -1.4729 0.1735
N -0.1756 -1.0949 -1.0698
N -1.1856 -0.1717 -1.1970
N -0.8954 0.8728 -0.6980
H -0.8722 -1.2350 2.1913
*
```

As for the energy above the lowest of the compared OMol25 structures with the same formula, charge and spin: 3.764 eV. The structure (SMILES) is [H]/N=c1/ncnnnn1. For the HOMO energy, the calculation gives -10.00 eV. As for the HOMO-LUMO gap: 8.30 eV. The calculation puts the LUMO energy at -1.70 eV. The maximum force comes out at 6.5 eV Å⁻¹. The calculated total energy comes out at -405.71772 Eh.

***

No. 7
# C2H2N6

A single C2H2N6 molecule in a non-equilibrium geometry (ωB97M-V/def2-TZVPD, OMol25).

Structure (ORCA input):
```
! wB97M-V def2-TZVPD RIJCOSX def2/J DEFGRID3
* xyz 0 1
H -1.3929 -1.7729 -1.1892
N -0.6284 -2.2019 -0.6517
C 0.0019 -1.0117 -0.4484
N -0.3498 0.1902 -1.1538
N -0.5849 1.2960 -0.5727
C -0.2060 1.3970 0.7890
N 0.7818 0.8600 1.3593
N 1.6981 0.0616 0.6476
N 1.3902 -1.0282 -0.0961
H -0.7101 2.2098 1.3161
*
```

As for the energy above the lowest of the compared OMol25 structures with the same formula, charge and spin: 3.198 eV. The structure (SMILES) is [H]/N=c1\nncnnn1. For the HOMO energy, the calculation gives -10.46 eV. As for the HOMO-LUMO gap: 8.63 eV. The calculation puts the LUMO energy at -1.83 eV. The maximum force comes out at 6.6 eV Å⁻¹. The calculated total energy comes out at -405.73852 Eh.

***

No. 8
# C2H2N6O

A single C2H2N6O molecule in a non-equilibrium geometry (ωB97M-V/def2-TZVPD, OMol25).

Structure (ORCA input):
```
! wB97M-V def2-TZVPD RIJCOSX def2/J DEFGRID3
* xyz 0 1
H -1.8425 -1.3500 1.7017
N -1.4744 -0.4255 1.8107
C -1.1896 -0.1055 0.6400
N -1.4419 -1.1169 -0.4563
N -0.4330 -1.1296 -1.2396
N 0.8574 -0.5072 -1.1310
C 1.0328 0.6960 -0.5390
O 2.3317 0.9359 -0.5203
N 0.1975 1.5981 -0.0199
N -0.8620 1.3732 0.5872
H 2.8240 0.0314 -0.8337
*
```

As for the energy above the lowest of the compared OMol25 structures with the same formula, charge and spin: 3.500 eV. The structure (SMILES) is [H]/N=c1\nnnc(O)nn1. For the HOMO energy, the calculation gives -10.25 eV. As for the HOMO-LUMO gap: 8.28 eV. The calculation puts the LUMO energy at -1.97 eV. The maximum force comes out at 6.5 eV Å⁻¹. The calculated total energy comes out at -480.98193 Eh.

***

No. 9
# C2H2NO2P

A single C2H2NO2P molecule in a non-equilibrium geometry (ωB97M-V/def2-TZVPD, OMol25).

Structure (ORCA input):
```
! wB97M-V def2-TZVPD RIJCOSX def2/J DEFGRID3
* xyz 0 1
O -0.3510 2.0595 -0.3200
C 0.6668 1.5764 0.1072
C 0.9155 0.1427 0.4361
N 2.1106 -0.2974 0.3884
P 3.5164 -0.0600 -0.4947
O 4.6941 0.1008 0.3125
H 1.6776 2.0103 -0.1309
H 0.0092 -0.4474 0.7637
*
```

As for the energy above the lowest of the compared OMol25 structures with the same formula, charge and spin: 1.172 eV. The structure (SMILES) is O=C/C=N\P=O. For the HOMO energy, the calculation gives -10.16 eV. As for the HOMO-LUMO gap: 8.55 eV. The calculation puts the LUMO energy at -1.61 eV. The maximum force comes out at 2.8 eV Å⁻¹. The calculated total energy comes out at -623.96514 Eh.

***

No. 10
# C2H2NO2P

A single C2H2NO2P molecule in a non-equilibrium geometry (ωB97M-V/def2-TZVPD, OMol25).

Structure (ORCA input):
```
! wB97M-V def2-TZVPD RIJCOSX def2/J DEFGRID3
* xyz 0 1
O 0.9294 -1.6917 0.4961
C 0.1108 -0.4709 -0.0369
C 0.1157 0.6885 0.6715
O -0.6768 1.6289 0.1625
N -1.2178 1.2427 -1.0159
P -0.9007 -0.2220 -1.4855
H 1.0682 -2.0584 -0.3230
H 0.5711 0.8828 1.5312
*
```

As for the energy above the lowest of the compared OMol25 structures with the same formula, charge and spin: 3.347 eV. The structure (SMILES) is Oc1conp1. For the HOMO energy, the calculation gives -10.04 eV. As for the HOMO-LUMO gap: 10.12 eV. The calculation puts the LUMO energy at 0.09 eV. The maximum force comes out at 5.8 eV Å⁻¹. The calculated total energy comes out at -623.88523 Eh.